Computed, not measured: the molecule C3H3OP, with the ωB97M-V functional and the def2-TZVPD basis.

Positions of all 8 atoms, in Å:
O -1.93232 1.08069 -0.97238
P -0.94183 1.25153 0.36478
C 0.05334 -0.05992 0.23572
C 1.40230 -0.42741 0.73120
C 0.98368 -1.12681 -0.33518
H -2.69902 1.59138 -0.77969
H 2.06002 -0.25439 1.71652
H 1.07382 -2.05507 -0.96097

Computed properties:
* highest occupied orbital energy: -7.7 eV
* relative energy (zero: lowest compared OMol25 entry of this formula, charge and spin): 68.7 kcal/mol
* SMILES: OP=c1cc1
* 2S+1: 1
* total energy: -532.5727 hartree

Löwdin atomic charge list, values in e, 5 entries:
1 O -0.415
2 P 0.817
3 C -0.548
4 C -0.086
5 C -0.011